The following is a quantum chemistry calculation of a 2-piece molecular cluster, C7H20OSi2 overall at a distorted geometry, from OMol25.

The geometry in ORCA input format:
```
! RIJCOSX wB97M-V def2-TZVPD def2/J DEFGRID3
* xyz 0 1
C 0.943 3.302 -0.096
C 1.968 -1.359 -1.317
C 2.532 -1.944 1.050
C -2.682 -1.901 -0.226
C -4.092 0.757 0.600
C 1.283 1.882 -0.483
C 2.761 -0.944 -0.083
O -1.675 0.682 -0.934
Si -2.418 -0.090 0.291
Si 2.307 0.818 0.476
H -0.095 3.535 -0.337
H 1.089 3.464 0.969
H 1.565 4.021 -0.634
H 0.906 -1.409 -1.083
H 2.105 -0.649 -2.130
H 2.285 -2.346 -1.663
H 2.836 -2.945 0.744
H 1.478 -1.980 1.318
H 3.105 -1.676 1.937
H -3.320 -1.971 -1.102
H -1.739 -2.380 -0.477
H -3.144 -2.482 0.566
H -4.690 0.768 -0.307
H -4.666 0.246 1.364
H -3.961 1.787 0.913
H 1.076 1.653 -1.522
H -0.809 1.093 -0.822
H 3.828 -0.975 -0.341
H -1.576 -0.041 1.499
H 2.804 1.083 1.829
*
```

The value obtained for the highest occupied orbital energy is -8.18 eV. The calculation puts the total energy at -25386.195 eV. The calculation puts the HOMO-LUMO gap at 8.64 eV. Its SMILES is C/C=[SiH]/C(C)C.C[SiH](C)O. The relative energy (zero: lowest compared OMol25 entry of this formula, charge and spin) comes out at 195.1 kJ/mol.

These are the natural (NBO) partial charges, in e, on atoms 1 to 2: -0.64, -0.61